{"formula": "C3H6N4O", "method": "ωB97M-V/def2-TZVPD", "molar_mass_da": 114.1, "homo_energy_ev": -9.05, "homo_lumo_gap_ev": 9.2, "max_force_ev_per_a": 3.872, "species": ["N", "C", "N", "C", "N", "N", "C", "O", "H", "H", "H", "H", "H", "H"], "xyz": [[2.5744, -1.5009, 0.1644], [2.1542, -0.4534, -0.0763], [1.5308, 0.6290, -0.5228], [0.2269, 0.7783, -0.0400], [-0.1990, 2.1028, 0.2206], [-0.3830, -0.3464, 0.3069], [-1.8093, -0.4610, 0.5010], [-2.5454, -1.0801, -0.5772], [0.5095, 2.6622, -0.3751], [-1.1506, 2.5348, -0.0064], [0.1775, -1.1763, 0.5830], [-2.2840, 0.5174, 0.6427], [-2.2211, -0.8343, 1.5259], [-2.7607, -0.4377, -1.2436]], "nbo_charge": [-0.45, 0.40, -0.65, 0.66, -0.81, -0.62, 0.06, -0.71, 0.42, 0.40, 0.45, 0.17, 0.20, 0.47]}

{"formula": "C3H6N4O", "method": "ωB97M-V/def2-TZVPD", "molar_mass_da": 114.1, "homo_energy_ev": -8.98, "homo_lumo_gap_ev": 8.3, "max_force_ev_per_a": 6.363, "species": ["C", "C", "C", "H", "H", "H", "H", "H", "H", "N", "N", "N", "N", "O"], "xyz": [[-0.8819, 0.6162, -1.2043], [0.5374, 0.8811, 0.7601], [1.5352, -1.0448, 1.7644], [-2.2009, -1.0074, -1.6220], [-2.1346, -0.2774, 0.0731], [-0.3718, 1.6815, -2.8349], [0.3997, 1.2718, 2.1302], [1.1194, -1.1911, -0.5194], [1.9631, -0.0690, 2.3402], [-1.7123, -0.3730, -0.8194], [-1.0253, 0.8226, -2.4791], [-0.2042, 1.3861, -0.2163], [1.3286, -0.4683, 0.3903], [1.6476, -2.2283, 2.2370]], "nbo_charge": [0.52, 0.31, 0.52, 0.44, 0.39, 0.33, 0.28, 0.46, 0.12, -0.85, -0.73, -0.53, -0.71, -0.55]}

{"formula": "C3H6N4O", "method": "ωB97M-V/def2-TZVPD", "molar_mass_da": 114.1, "homo_energy_ev": -9.81, "homo_lumo_gap_ev": 10.1, "max_force_ev_per_a": 10.553, "species": ["C", "N", "N", "C", "C", "N", "N", "O", "H", "H", "H", "H", "H", "H"], "xyz": [[-2.4290, 0.5891, -0.0585], [-1.0346, -0.2033, -0.3052], [-0.0268, 0.8006, -0.2102], [1.0209, 0.1735, 0.0688], [2.1857, 1.1608, -0.1460], [2.7196, 2.3121, -0.0140], [1.0016, -1.1770, 0.2867], [2.3303, -1.5394, -0.3388], [-2.5480, 0.9580, -1.0312], [-3.3799, -0.0281, 0.2566], [-2.0442, 1.2829, 0.9118], [-0.7989, -0.6836, 0.5810], [0.2397, -1.5751, -0.3241], [2.7637, -2.0705, 0.3230]], "nbo_charge": [-0.42, -0.48, -0.24, 0.26, 0.24, -0.28, -0.36, -0.57, 0.21, 0.21, 0.21, 0.33, 0.40, 0.48]}

{"formula": "C3H6N4O", "method": "ωB97M-V/def2-TZVPD", "molar_mass_da": 114.1, "homo_energy_ev": -8.90, "homo_lumo_gap_ev": 9.6, "max_force_ev_per_a": 4.690, "species": ["C", "N", "N", "C", "O", "N", "C", "N", "H", "H", "H", "H", "H", "H"], "xyz": [[-1.2745, 1.0768, -0.3645], [-0.2568, 0.4669, 0.5728], [0.9808, 1.0366, 0.4198], [1.9895, 0.2379, -0.0909], [3.1439, 0.5619, -0.2269], [1.3858, -1.0909, -0.2079], [0.2084, -1.0881, 0.1265], [-0.7353, -2.0340, 0.0807], [-1.5182, 2.1098, -0.0725], [-1.1227, 1.1102, -1.4258], [-2.1266, 0.4169, -0.1652], [1.1950, 1.9017, 0.9661], [-0.3412, -3.0292, -0.1642], [-1.5281, -1.6764, 0.5520]], "nbo_charge": [-0.42, -0.31, -0.51, 0.76, -0.59, -0.57, 0.60, -0.83, 0.21, 0.19, 0.19, 0.41, 0.45, 0.42]}

{"formula": "C3H6N4S", "method": "ωB97M-V/def2-TZVPD", "molar_mass_da": 130.2, "homo_energy_ev": [-8.27, -8.27], "homo_lumo_gap_ev": [8.4, 8.4], "max_force_ev_per_a": 4.708, "species": ["S", "N", "N", "N", "C", "N", "H", "H", "C", "C", "H", "H", "H", "H"], "xyz": [[-2.8131, -0.8959, 0.4933], [-1.9910, 0.5231, 0.3686], [-2.3683, 1.5192, -0.3569], [-1.3731, 2.3763, -0.3692], [-0.4085, 1.9355, 0.3752], [-0.7954, 0.7917, 0.9240], [0.3903, 2.6812, 0.5191], [-0.1788, 0.1116, 1.4599], [1.2864, -1.8159, -1.0978], [1.8800, -1.2081, -0.0579], [0.1724, -1.7543, -1.3265], [1.8180, -2.4712, -1.6498], [1.4219, -0.4996, 0.6677], [2.9590, -1.2935, 0.0503]], "nbo_charge": [-0.15, -0.07, -0.01, -0.27, 0.13, -0.35, 0.25, 0.46, -0.35, -0.39, 0.21, 0.19, 0.15, 0.20]}

{"formula": "C3H6N4S2", "method": "ωB97M-V/def2-TZVPD", "molar_mass_da": 162.2, "homo_energy_ev": -7.26, "homo_lumo_gap_ev": 7.6, "max_force_ev_per_a": 7.244, "species": ["C", "S", "C", "N", "C", "N", "N", "S", "N", "H", "H", "H", "H", "H", "H"], "xyz": [[1.7944, -2.5469, 0.7210], [1.3302, -1.5141, -0.7265], [0.2549, -0.3657, -0.0467], [-0.1965, 0.6316, -0.7889], [-0.9964, 1.4593, -0.0447], [-1.5960, 2.4900, -0.4126], [-1.3257, 2.9325, -1.6896], [-1.2267, 0.8862, 1.6138], [-0.1949, -0.4084, 1.2176], [2.1308, -2.0027, 1.5720], [2.6746, -2.8052, 0.4653], [0.9812, -3.3517, 0.9738], [-0.9865, 2.3480, -2.3738], [-2.1632, 3.5345, -2.0379], [-0.4802, -1.2877, 1.5571]], "nbo_charge": [-0.73, 0.33, 0.26, -0.55, 0.16, -0.30, -0.66, 0.43, -0.75, 0.24, 0.22, 0.23, 0.36, 0.36, 0.41]}